DFT (the ωB97M-V functional and the def2-TZVPD basis) results for a molecular structure, C35H55N7Ta.

The geometry in XYZ format:
```
98
Properties=species:S:1:pos:R:3:forces:R:3
Ta 0.36022 0.49986 -0.59672 -0.672 -0.576 -0.109
N -3.70600 -0.39508 -1.60697 0.133 0.186 0.007
N -1.98239 0.77499 -1.55467 0.082 0.708 0.077
N -1.57344 -0.48509 -1.55297 0.196 -0.580 -0.191
N 0.06163 1.48222 1.12831 -0.437 -0.075 0.332
N 0.59088 -1.17036 0.44707 -0.372 -0.184 0.094
N 1.66571 0.90637 -1.72795 -0.166 -0.083 -0.119
N -3.25308 0.86223 -1.57918 -0.232 0.116 -0.045
C 3.12686 -2.00994 3.37888 0.077 0.002 0.032
C -5.14552 -0.67345 -1.73162 0.180 0.057 0.331
C 2.89227 0.16043 -3.68957 0.011 -0.015 -0.090
C 1.65059 -4.31600 2.06873 0.023 0.043 -0.066
C 3.89609 1.77994 -2.07108 0.165 0.058 -0.095
C 0.21485 1.29535 4.11790 -0.047 -0.051 -0.052
C -4.87833 -2.18484 -3.73711 0.047 0.011 -0.026
C 0.29219 4.28683 -0.09786 -0.044 0.246 0.073
C 1.58187 -5.22070 1.02780 -0.024 -0.066 0.028
C -0.18112 -3.77240 -2.69109 -0.064 0.030 -0.061
C -5.32698 0.27307 -4.06557 0.059 -0.028 0.016
C -0.10287 3.95429 1.33302 0.086 -0.119 0.061
C -0.39635 5.04464 2.14166 0.048 -0.056 -0.022
C -0.58340 4.91724 3.50559 -0.037 0.080 0.027
C 1.40059 -2.96528 1.86445 0.070 -0.246 -0.014
C -0.11707 2.55158 3.33761 -0.005 0.229 -0.142
C -0.40978 3.68559 4.09201 0.022 -0.058 -0.040
C 1.64139 -2.01978 3.02009 -0.073 0.193 -0.079
C 1.97115 2.47119 -3.53362 0.019 0.183 -0.119
C -0.83352 0.44637 1.51680 0.514 0.234 0.061
C 0.79052 -2.36381 4.23636 -0.048 0.004 0.076
C -2.66667 -1.22377 -1.57904 0.206 0.009 -0.007
C 1.30924 -4.76703 -0.24516 0.019 0.131 0.016
C 1.48307 1.51543 4.94224 0.050 0.003 0.070
C 0.94101 -3.03330 -1.96589 -0.070 0.165 -0.020
C -0.55490 -0.85684 1.21386 0.384 0.066 0.044
C -0.94666 0.85898 5.00820 -0.038 -0.034 0.034
C -5.55259 -0.93997 -3.17074 -0.264 -0.063 -0.122
C -0.57931 3.72091 -1.20503 -0.129 -0.142 -0.027
C 2.60727 1.32633 -2.75349 -0.088 -0.018 0.398
C 1.04041 -2.53737 0.57724 0.015 0.375 0.046
C 1.05695 -3.42114 -0.50938 0.076 -0.209 0.115
C 2.27220 -3.32843 -2.65717 0.029 0.027 -0.045
C -0.04176 2.67969 1.93720 0.116 -0.134 -0.231
C 1.78692 4.04869 -0.30089 0.109 -0.108 0.021
H 3.74219 -1.75580 2.51653 0.007 0.018 -0.046
H 2.24314 -3.03426 -3.70393 -0.005 0.069 -0.108
H 3.44971 -2.98546 3.74210 0.012 -0.049 0.017
H -0.32018 -3.37325 -3.69583 0.020 0.034 -0.056
H -1.63457 3.92701 -1.02220 -0.018 0.044 -0.012
H 3.09182 -2.80736 -2.16999 0.090 0.082 0.040
H 1.03355 2.15601 -3.99231 -0.046 -0.063 -0.015
H 3.41789 -0.63204 -3.16966 0.071 -0.168 0.131
H 4.26663 1.00840 -1.39827 -0.005 -0.078 0.019
H 2.31175 1.84021 4.31479 0.041 0.011 -0.057
H 0.04771 -4.83152 -2.79507 0.018 -0.072 0.011
H 1.31763 -5.46822 -1.06629 -0.013 -0.067 -0.059
H 1.96870 -0.24567 -4.09972 -0.103 -0.011 -0.023
H -5.67734 0.06599 -5.07392 -0.033 -0.020 -0.055
H 1.92718 -4.65782 3.05473 0.021 -0.037 0.094
H 0.96155 -1.64252 5.03340 0.017 0.068 0.059
H 1.76808 3.32881 -2.89317 0.030 -0.115 -0.033
H 1.33426 2.27086 5.71345 -0.017 0.032 0.027
H 1.38369 -1.01029 2.69931 0.062 -0.055 -0.011
H 4.66626 1.97546 -2.81672 0.028 0.022 -0.058
H 0.75351 -1.95910 -2.04545 0.010 0.013 0.022
H 2.64161 2.79472 -4.32852 0.055 0.031 -0.062
H -0.47564 3.59132 5.16670 -0.018 0.026 0.046
H 3.74394 2.69241 -1.49914 0.016 -0.016 -0.001
H 2.49182 -4.39502 -2.61667 0.008 -0.021 -0.025
H -0.50795 2.64274 -1.33541 0.114 0.042 -0.001
H 1.77703 -6.26976 1.19869 -0.005 -0.046 0.026
H -0.45312 6.02116 1.68203 -0.024 0.083 -0.005
H -5.63485 0.20874 -1.31872 -0.030 -0.066 -0.063
H -0.30047 4.13752 -2.17159 -0.007 0.125 -0.016
H -6.62955 -1.12939 -3.10258 0.039 -0.012 -0.056
H -1.19896 1.62915 5.73652 0.004 0.035 0.015
H -4.26546 0.51730 -4.13669 0.039 0.015 -0.020
H -0.81867 5.78173 4.10932 -0.012 0.054 0.017
H -0.69338 -0.03967 5.56673 0.040 -0.086 0.019
H -4.95537 -3.04202 -3.06707 -0.034 -0.034 0.052
H -5.35162 -1.52591 -1.08138 -0.025 0.032 -0.084
H -1.24935 -1.64864 1.47525 0.012 -0.012 -0.091
H -5.33801 -2.46867 -4.68103 -0.020 0.013 -0.048
H 3.51630 0.49056 -4.51892 0.042 0.030 -0.047
H 2.13022 4.51390 -1.22639 -0.016 0.021 0.021
H -1.12998 -3.70705 -2.16278 -0.115 0.020 0.112
H 1.77500 0.59021 5.43974 0.011 -0.046 0.032
H 0.15426 5.37180 -0.17037 0.005 -0.097 0.031
H -1.75292 0.72027 2.02153 0.000 0.014 -0.051
H 0.43646 0.49429 3.42181 -0.037 -0.051 -0.011
H -3.82138 -2.00135 -3.94662 0.027 -0.008 -0.004
H 2.04430 2.98760 -0.34939 -0.135 0.143 0.081
H 2.35104 4.48762 0.52072 0.023 0.054 0.039
H -0.27423 -2.36456 4.00261 -0.065 0.020 -0.035
H -1.84864 0.65426 4.43052 -0.034 -0.016 -0.051
H -5.84962 1.15547 -3.70169 -0.040 0.041 0.053
H 3.32487 -1.28131 4.16461 -0.005 0.047 0.042
H -2.73447 -2.29107 -1.56234 0.056 -0.232 -0.026
H 1.04152 -3.34543 4.63651 0.019 -0.068 -0.012
```
Forces are in eV/Å.

Output
Energy relative to the best compared isomer or geometry (same formula, charge and spin) ... 0.0 kJ/mol
HOMO level ... -0.392 Ha
Gap between HOMO and LUMO ... 0.2930 Ha
Total charge ... +1
Max |F| ... 0.89 eV/A